This record from the Open Molecules 2025 dataset describes C4H10O8SV as an isolated structure in a non-equilibrium geometry. The level of theory is ωB97M-V with the def2-TZVPD basis set.

XYZ file:
```
24
C4H10O8SV | the Open Molecules 2025 dataset | ωB97M-V with the def2-TZVPD basis set
O -0.451 0.936 2.651
V -0.617 0.830 1.023
O -2.080 0.460 0.610
S 0.780 3.130 0.476
O -0.645 2.896 0.336
O 1.001 3.977 1.597
O 1.257 1.777 0.728
O 1.391 3.661 -0.765
C -0.212 -2.485 2.104
O -0.111 -1.517 1.098
C 0.050 -2.077 -0.220
C 0.409 -1.017 -1.297
O -0.491 0.084 -1.282
C -0.324 1.018 -2.378
H -0.566 -3.487 1.863
H -0.883 -2.170 2.903
H 0.751 -2.506 2.615
H -0.863 -2.639 -0.415
H 0.827 -2.836 -0.129
H 0.294 -1.422 -2.303
H 1.390 -0.578 -1.119
H -0.977 1.870 -2.188
H -0.586 0.634 -3.364
H 0.657 1.463 -2.542
```

Properties
Charge: -2
2S+1: 2
Kohn-Sham gap (spin up / spin down) in Eh: 0.1382 / 0.2026